Run P
DFT (ωB97M-V with the def2-TZVPD basis set) results for a cluster of 3 separate species, C2H10NO2 in total.

```
15
Properties=species:S:1:pos:R:3:mulliken_charge:R:1
C 0.213 0.278 -0.927 0.00
C -0.263 -0.276 -2.014 -0.70
N 0.034 -0.462 0.360 -0.20
H 0.455 1.315 -0.738 0.38
H -0.183 0.278 -2.944 0.28
H -0.472 -1.332 -2.089 0.25
H -0.129 -1.454 0.161 0.38
H -0.830 -0.140 0.825 0.30
H 0.900 -0.403 0.918 0.36
H 3.090 -0.047 1.996 0.34
H 3.029 0.808 0.719 0.35
O 2.787 -0.058 1.078 -0.71
H -2.786 0.308 1.649 0.33
H -3.222 0.916 0.308 0.33
O -2.624 0.270 0.699 -0.69
```

Summary:
Frontier orbital gap   12.10 eV
Highest occupied orbital energy   -15.2 eV
Charge   +1


Run Q
DFT (ωB97M-V with the def2-TZVPD basis set) results for a cluster of 3 separate species, C2H10NO2 in total.

```
15
Properties=species:S:1:pos:R:3:mulliken_charge:R:1
C 1.097 -0.023 0.091 0.03
C 2.064 -0.680 -0.526 -0.69
N -0.317 -0.389 0.018 -0.19
H 1.317 0.834 0.709 0.25
H 3.023 -0.189 -0.599 0.26
H 1.889 -1.636 -0.992 0.26
H -0.511 -1.364 -0.175 0.38
H -0.672 0.205 -0.754 0.41
H -0.842 -0.218 0.886 0.31
H -0.766 0.638 3.483 0.31
H 0.246 1.585 2.818 0.31
O -0.453 0.964 2.655 -0.62
H -2.702 -0.287 -2.433 0.30
H -1.570 0.575 -2.952 0.32
O -1.802 -0.014 -2.230 -0.65
```

Summary:
Frontier orbital gap   11.91 eV
Highest occupied orbital energy   -15.0 eV
Charge   +1


Referenced to the most stable arrangement, the calculated values in hartree are run P 0.0000; run Q 0.0039.